This record from the Open Molecules 2025 dataset describes a structure of composition C43H69N3O4S3SbSeTi. The level of theory is wB97M-V/def2-TZVPD.

Computed properties:
Maximum force   0.54 eV/Å
2S+1   4
Total energy   -6831.0788 hartree
Highest occupied orbital energy (spin up / spin down)   -0.814 / -1.759 eV
Net charge   -2

Atoms and positions in Å:
1 Ti 0.4268 -0.3654 -0.3368
2 C 5.2340 -2.1719 5.4316
3 C 3.8204 -1.8140 5.9145
4 C 3.1116 -3.0962 6.3783
5 C 3.9571 -0.8863 7.1238
6 C 3.0272 -1.1725 4.7740
7 C 2.8052 -1.8806 3.5973
8 C 2.0711 -1.3456 2.5591
9 Se 1.7680 -2.3898 0.9765
10 C 0.1234 -3.2327 1.5101
11 C 0.1964 -4.2881 2.3961
12 C -0.9480 -4.9546 2.8198
13 C -2.1414 -4.5579 2.2295
14 C -2.2605 -3.5311 1.2956
15 C -1.1043 -2.7580 0.9780
16 O -1.1524 -1.6714 0.2632
17 C -3.6612 -3.3299 0.6766
18 C -4.1385 -4.6727 0.0921
19 C -4.6459 -2.8801 1.7685
20 C -3.7488 -2.3248 -0.4786
21 C -0.8457 -6.0724 3.8560
22 C -0.2683 -5.5085 5.1634
23 C -2.2067 -6.6976 4.1678
24 C 0.0795 -7.1843 3.3396
25 C 1.5127 -0.0484 2.6164
26 O 0.8038 0.4333 1.6418
27 C 1.7599 0.6929 3.8136
28 C 2.4932 0.1085 4.8393
29 C 1.2435 2.1316 3.9267
30 C 1.6736 2.8110 5.2314
31 C 1.8082 2.9718 2.7676
32 C -0.2937 2.1437 3.8898
33 H 5.8070 -2.6535 6.2322
34 H 5.1999 -2.8548 4.5800
35 H 5.7674 -1.2717 5.1149
36 H 3.6614 -3.5696 7.1999
37 H 2.0982 -2.8708 6.7202
38 H 3.0313 -3.8195 5.5632
39 H 4.5288 -1.3877 7.9102
40 H 4.4813 0.0370 6.8616
41 H 2.9794 -0.6197 7.5349
42 H 3.2049 -2.8832 3.4767
43 H 1.1741 -4.5790 2.7683
44 H -3.0482 -5.0857 2.5006
45 H -4.1592 -5.4743 0.8340
46 H -5.1497 -4.5597 -0.3123
47 H -3.4785 -4.9770 -0.7242
48 H -4.7239 -3.6144 2.5766
49 H -4.3233 -1.9283 2.2007
50 H -5.6435 -2.7345 1.3398
51 H -3.0222 -2.5199 -1.2660
52 H -4.7542 -2.3926 -0.9128
53 H -3.6079 -1.3050 -0.1350
54 H -0.9139 -4.7183 5.5556
55 H -0.1789 -6.2960 5.9211
56 H 0.7217 -5.0754 5.0023
57 H -2.9051 -5.9555 4.5642
58 H -2.6537 -7.1453 3.2762
59 H -2.0875 -7.4850 4.9179
60 H 1.0858 -6.8054 3.1493
61 H 0.1544 -7.9959 4.0726
62 H -0.3032 -7.5941 2.4019
63 H 2.6609 0.6872 5.7371
64 H 2.7625 2.8655 5.3224
65 H 1.2844 3.8333 5.2436
66 H 1.2771 2.2930 6.1102
67 H 2.8981 3.0428 2.8539
68 H 1.5690 2.5208 1.8057
69 H 1.3991 3.9890 2.8031
70 H -0.6933 1.6483 4.7821
71 H -0.6686 3.1749 3.8820
72 H -0.6651 1.6244 3.0086
73 S 1.7262 -4.2066 -4.3077
74 Sb 0.4483 -2.8007 -3.0213
75 S 1.6837 -0.8111 -2.5593
76 S -1.6687 -2.2924 -3.8135
77 C 2.0437 4.2881 -0.9969
78 C 1.8965 2.8900 -1.5795
79 O 2.2874 1.8758 -0.6794
80 C 3.6944 1.7350 -0.5788
81 C 4.0239 0.4831 0.1959
82 H 1.6168 5.0269 -1.6815
83 H 3.0898 4.5514 -0.8274
84 H 1.5163 4.3486 -0.0419
85 H 2.4629 2.7965 -2.5145
86 H 0.8572 2.6968 -1.8180
87 H 4.1214 2.6164 -0.0814
88 H 4.1179 1.6809 -1.5904
89 H 3.6429 0.5498 1.2158
90 H 5.1073 0.3399 0.2372
91 H 3.5748 -0.3788 -0.3005
92 C -2.3055 4.4846 -1.0780
93 N -1.7000 3.2447 -0.6517
94 C -1.3063 3.1654 0.7467
95 C -1.4940 2.1807 -1.4705
96 O -0.8766 1.1933 -1.0798
97 N -1.9579 2.2923 -2.7812
98 C -1.2812 1.3766 -3.7169
99 C -3.4112 2.2034 -2.9131
100 H -1.7248 5.3189 -0.6737
101 H -3.3333 4.5695 -0.7047
102 H -2.3011 4.5397 -2.1620
103 H -0.6951 4.0380 0.9937
104 H -0.7280 2.2641 0.9157
105 H -2.1860 3.1524 1.3938
106 H -0.2104 1.3654 -3.5284
107 H -1.4690 1.7439 -4.7305
108 H -1.6324 0.3450 -3.6313
109 H -3.9161 2.8397 -2.1855
110 H -3.7585 1.1708 -2.7838
111 H -3.6942 2.5303 -3.9167
112 N -2.5355 0.2877 1.8433
113 C -3.6710 1.0322 1.7501
114 C -4.2375 1.3216 0.4959
115 C -5.3359 2.1520 0.3935
116 C -5.9150 2.7226 1.5248
117 C -5.3688 2.4315 2.7689
118 C -4.2667 1.6025 2.8881
119 H -2.1859 -0.2462 1.0460
120 H -2.2604 -0.0866 2.7352
121 H -3.7975 0.8739 -0.3889
122 H -5.7532 2.3507 -0.5874
123 H -6.7768 3.3715 1.4370
124 H -5.8044 2.8595 3.6651
125 H -3.8414 1.3959 3.8647